{"formula": "C8H15NO3", "method": "the ωB97M-V functional and the def2-TZVPD basis", "e_tot_ha": -594.12090, "de_lowest_kj_mol": 621.4, "max_force_ev_per_a": 3.87, "homo_lumo_gap_ev": 7.31, "spin_multiplicity": 1, "species": ["C", "C", "C", "C", "C", "C", "C", "C", "N", "O", "O", "O", "H", "H", "H", "H", "H", "H", "H", "H", "H", "H", "H", "H", "H", "H", "H"], "xyz": [[-3.552, 0.550, -1.584], [1.695, -1.508, -0.028], [0.733, -2.495, -0.520], [0.271, -1.246, 0.337], [-0.255, -1.645, 1.687], [-0.705, 2.335, 0.144], [1.611, 1.648, 0.109], [-0.476, -0.100, -0.332], [0.217, 1.280, 0.569], [-3.960, -0.474, -1.892], [-3.106, 1.584, -1.291], [-0.152, 0.219, -1.622], [2.395, -1.842, 0.725], [2.152, -0.903, -0.906], [0.278, -2.263, -1.518], [0.559, -3.402, -0.016], [-0.130, -2.685, 2.003], [-1.400, -1.639, 1.859], [0.261, -1.205, 2.574], [-0.977, 1.865, -0.898], [-1.525, 2.268, 0.838], [-0.225, 3.315, -0.107], [1.311, 2.005, -0.909], [1.805, 2.556, 0.726], [2.189, 0.729, 0.306], [0.273, 1.177, 1.538], [0.712, -0.122, -1.793]], "lowdin_charge": [-0.4251, -0.1675, -0.0663, -0.4656, -0.0794, -0.0910, -0.0232, -0.2176, -0.1811, 0.2153, 0.1663, -0.0579, 0.1089, 0.1250, 0.1189, 0.0833, 0.0616, 0.1112, 0.0750, 0.0858, 0.0894, 0.0994, 0.1019, 0.0994, 0.0742, 0.1106, 0.0484]}

{"formula": "C35H39N4O4PS3SnTe", "method": "the ωB97M-V functional and the def2-TZVPD basis", "e_tot_ha": -3895.36213, "de_lowest_kj_mol": 130.0, "max_force_ev_per_a": 0.88, "homo_lumo_gap_ev": 5.59, "spin_multiplicity": 1, "species": ["Sn", "N", "P", "C", "C", "C", "C", "C", "C", "C", "C", "C", "C", "C", "C", "C", "C", "C", "C", "C", "N", "H", "H", "H", "H", "H", "H", "H", "H", "H", "H", "H", "H", "H", "H", "H", "C", "C", "C", "O", "C", "O", "O", "H", "H", "H", "H", "H", "H", "H", "N", "C", "S", "C", "C", "C", "N", "C", "C", "H", "H", "H", "H", "H", "H", "O", "S", "C", "C", "C", "C", "H", "H", "H", "H", "H", "H", "H", "H", "Te", "C", "C", "C", "C", "S", "H", "H", "H"], "xyz": [[0.183, -0.232, -0.699], [0.553, -1.586, 3.089], [0.066, -0.041, 2.491], [0.533, 1.017, 3.901], [-0.130, 2.230, 4.094], [0.286, 3.105, 5.082], [1.367, 2.785, 5.894], [2.035, 1.586, 5.705], [1.623, 0.709, 4.710], [-1.752, -0.158, 2.686], [-2.546, -0.176, 1.404], [-4.077, -0.460, 1.557], [-4.491, -0.885, 2.945], [-3.712, -0.756, 4.012], [-2.315, -0.344, 3.882], [1.163, -2.602, 2.376], [1.209, -3.882, 2.953], [1.769, -4.912, 2.238], [2.263, -4.671, 0.959], [2.181, -3.383, 0.479], [1.667, -2.355, 1.171], [0.129, -1.906, 3.953], [-0.970, 2.486, 3.459], [-0.239, 4.040, 5.222], [1.684, 3.467, 6.671], [2.877, 1.328, 6.333], [2.150, -0.227, 4.567], [-2.132, -0.963, 0.766], [-4.304, -1.284, 0.871], [-5.510, -1.234, 3.048], [-4.090, -1.008, 4.993], [-1.719, -0.260, 4.785], [0.791, -4.047, 3.936], [1.805, -5.906, 2.665], [2.688, -5.456, 0.352], [2.523, -3.144, -0.519], [-0.466, -2.305, -4.870], [-0.167, -2.613, -3.410], [-0.325, -4.095, -3.101], [-1.069, -1.867, -2.572], [1.287, -2.180, -3.092], [2.163, -2.735, -3.735], [1.491, -1.273, -2.214], [-1.476, -2.632, -5.130], [0.246, -2.827, -5.504], [-0.386, -1.234, -5.065], [-1.319, -4.438, -3.394], [-0.197, -4.271, -2.032], [0.425, -4.665, -3.644], [-1.970, -2.004, -2.883], [0.510, 2.795, -7.411], [-0.545, 2.912, -6.588], [-1.908, 3.722, -7.001], [-0.373, 2.248, -5.254], [0.882, 1.999, -4.708], [0.970, 1.363, -3.483], [-0.105, 0.977, -2.802], [-1.310, 1.232, -3.307], [-1.488, 1.866, -4.524], [0.440, 3.201, -8.329], [1.271, 2.167, -7.218], [1.799, 2.307, -5.192], [1.926, 1.123, -3.041], [-2.154, 0.931, -2.701], [-2.480, 2.057, -4.908], [2.089, 0.944, -0.476], [3.406, 0.196, -0.255], [3.779, 0.536, 1.492], [4.877, 1.598, 1.553], [4.758, 2.420, 0.272], [4.634, 1.378, -0.831], [4.018, -0.401, 1.987], [2.816, 0.892, 1.867], [5.856, 1.113, 1.584], [4.781, 2.202, 2.454], [5.608, 3.081, 0.113], [3.852, 3.028, 0.294], [5.560, 0.820, -0.979], [4.278, 1.743, -1.792], [-2.079, 1.671, 0.295], [-4.997, 0.669, 1.171], [-5.239, 1.829, 1.840], [-6.160, 2.672, 1.164], [-6.612, 2.125, 0.002], [-5.917, 0.589, -0.268], [-4.756, 2.079, 2.772], [-6.469, 3.641, 1.524], [-7.312, 2.541, -0.700]], "lowdin_charge": [1.0715, -0.1248, 0.9279, -0.3747, -0.0946, -0.0798, -0.0951, -0.0958, -0.1137, -0.4544, -0.6265, -0.3432, -0.0614, -0.0828, -0.1048, -0.3856, -0.0263, -0.0777, -0.0760, -0.1396, 0.0702, 0.1011, 0.0820, 0.1033, 0.0989, 0.0989, 0.0923, 0.0253, 0.1245, 0.1154, 0.0989, 0.1020, 0.1066, 0.1066, 0.1002, 0.1015, -0.0071, -0.5227, -0.0113, -0.1184, -0.6238, 0.0476, -0.2381, 0.0891, 0.0925, 0.0808, 0.0862, 0.0891, 0.0911, 0.1049, 0.0853, -0.8346, 0.6903, -0.2235, 0.0026, -0.1037, -0.0380, -0.1440, -0.0162, 0.0990, 0.0984, 0.1120, 0.0984, 0.0634, 0.0925, -0.6785, 0.9795, -0.2971, -0.2175, -0.2257, -0.3091, 0.0904, 0.0689, 0.1138, 0.1172, 0.1164, 0.1192, 0.1014, 0.0941, 0.7343, -0.6268, -0.1684, -0.1833, -0.4215, 1.0066, 0.1167, 0.0988, 0.0583]}

{"formula": "C3H7NSi", "method": "the ωB97M-V functional and the def2-TZVPD basis", "e_tot_ha": -462.64053, "de_lowest_kj_mol": 253.6, "max_force_ev_per_a": 5.33, "homo_lumo_gap_ev": 10.96, "spin_multiplicity": 1, "species": ["C", "C", "C", "N", "Si", "H", "H", "H", "H", "H", "H", "H"], "xyz": [[-1.712, -0.270, 1.419], [0.743, -0.571, -1.367], [1.012, -0.100, 0.060], [-2.775, -0.431, 0.997], [-0.432, 1.047, 0.793], [1.691, -0.919, -1.856], [0.274, -1.421, -1.068], [0.112, 0.052, -2.175], [2.060, 0.290, 0.517], [0.971, -0.939, 0.631], [-0.819, 1.459, 2.226], [-1.124, 1.803, -0.178]], "lowdin_charge": [-0.4043, -0.1737, -0.3882, 0.0382, 0.7014, 0.0826, 0.0166, 0.1236, 0.1082, -0.0038, -0.0333, -0.0672]}

{"formula": "C36H38N3O2P2SSn", "method": "the ωB97M-V functional and the def2-TZVPD basis", "e_tot_ha": -3003.73508, "de_lowest_kj_mol": 169.6, "charge": 3, "max_force_ev_per_a": 0.35, "homo_lumo_gap_ev": 4.89, "spin_multiplicity": 1, "species": ["Sn", "N", "C", "C", "C", "C", "C", "C", "P", "C", "C", "C", "C", "C", "C", "C", "C", "C", "C", "C", "C", "H", "H", "H", "H", "H", "H", "H", "H", "H", "H", "H", "H", "H", "H", "H", "H", "C", "C", "O", "C", "C", "C", "C", "C", "C", "O", "H", "H", "H", "H", "H", "H", "H", "N", "C", "N", "C", "C", "C", "C", "C", "C", "S", "H", "H", "H", "H", "H", "H", "C", "P", "C", "C", "H", "H", "H", "H", "H", "H", "H", "H", "H"], "xyz": [[1.164, 1.406, 0.588], [-0.429, 1.954, 2.319], [-0.838, 1.191, 3.509], [-1.146, 1.930, 4.646], [-1.573, 1.298, 5.799], [-1.712, -0.083, 5.815], [-1.417, -0.813, 4.680], [-0.964, -0.197, 3.508], [-0.584, -1.217, 2.038], [0.595, -2.461, 2.660], [0.229, -3.566, 3.431], [1.190, -4.456, 3.883], [2.530, -4.257, 3.575], [2.908, -3.163, 2.812], [1.943, -2.278, 2.352], [-2.145, -2.131, 1.778], [-2.148, -3.436, 1.282], [-3.345, -4.060, 0.947], [-4.549, -3.382, 1.086], [-4.555, -2.080, 1.572], [-3.361, -1.459, 1.915], [-1.278, 2.317, 1.880], [0.077, 2.787, 2.620], [-1.050, 3.010, 4.629], [-1.804, 1.882, 6.679], [-2.052, -0.586, 6.710], [-1.542, -1.888, 4.700], [-0.810, -3.743, 3.679], [0.894, -5.306, 4.483], [3.277, -4.953, 3.933], [3.953, -2.998, 2.584], [2.248, -1.417, 1.764], [-1.218, -3.985, 1.197], [-3.338, -5.085, 0.598], [-5.481, -3.875, 0.843], [-5.491, -1.554, 1.701], [-3.381, -0.453, 2.320], [1.479, 3.929, -3.193], [1.308, 3.678, -1.722], [1.013, 2.491, -1.395], [1.487, 4.741, -0.780], [1.542, 6.081, -1.246], [1.697, 7.130, -0.388], [1.828, 6.874, 0.985], [1.795, 5.588, 1.473], [1.621, 4.501, 0.612], [1.618, 3.284, 1.155], [1.424, 2.984, -3.729], [2.437, 4.410, -3.392], [0.698, 4.592, -3.568], [1.430, 6.283, -2.302], [1.713, 8.145, -0.760], [1.961, 7.699, 1.673], [1.908, 5.385, 2.530], [4.404, -0.658, -2.031], [3.412, -0.580, -2.883], [2.134, -0.378, -2.463], [1.335, -0.318, -3.503], [-0.135, -0.103, -3.404], [-0.794, 0.209, -4.711], [-0.163, 0.077, -5.882], [1.233, -0.292, -5.936], [1.943, -0.449, -4.793], [3.655, -0.713, -4.596], [4.225, -0.587, -1.039], [5.359, -0.793, -2.333], [-0.316, 0.694, -2.673], [-1.826, 0.538, -4.682], [-0.680, 0.281, -6.810], [1.713, -0.397, -6.903], [-1.732, -2.567, -4.013], [-1.017, -1.605, -2.688], [-2.293, -0.975, -1.618], [0.114, -2.631, -1.769], [-2.128, -3.488, -3.580], [-0.975, -2.819, -4.756], [-2.543, -2.021, -4.492], [-2.846, -1.815, -1.193], [-2.979, -0.342, -2.184], [-1.840, -0.409, -0.802], [-0.480, -3.402, -1.275], [0.640, -2.047, -1.013], [0.831, -3.101, -2.444]], "lowdin_charge": [1.3342, -0.0352, -0.2925, -0.0205, -0.0347, -0.0355, -0.0616, -0.3223, 1.0083, -0.3861, -0.0955, -0.0443, -0.0511, -0.0728, -0.1305, -0.4059, -0.1290, -0.0716, -0.0646, -0.0611, -0.1012, 0.1167, 0.0759, 0.1239, 0.1242, 0.1234, 0.1062, 0.1050, 0.1202, 0.1189, 0.1081, 0.0440, 0.0986, 0.1139, 0.1165, 0.1165, 0.1065, 0.0156, -0.3312, -0.2364, -0.1027, -0.0072, -0.0406, -0.0104, 0.0106, -0.2962, -0.3397, 0.0742, 0.1112, 0.1084, 0.1174, 0.1229, 0.1283, 0.1291, 0.2013, -0.5943, 0.1313, -0.2940, -0.2528, -0.0623, -0.0205, 0.0345, -0.4403, 1.2071, 0.1384, 0.1452, 0.1308, 0.1364, 0.1379, 0.1452, -0.1421, 0.9392, -0.1445, -0.1505, 0.0883, 0.0817, 0.0803, 0.0709, 0.0852, 0.0473, 0.0731, 0.0480, 0.0812]}

{"formula": "C28H26AuClFN5O5S", "method": "the ωB97M-V functional and the def2-TZVPD basis", "e_tot_ha": -2826.50770, "de_lowest_kj_mol": 5.0, "max_force_ev_per_a": 0.21, "homo_lumo_gap_ev": 5.79, "spin_multiplicity": 1, "species": ["Au", "F", "C", "C", "C", "C", "O", "C", "C", "N", "C", "C", "C", "C", "C", "C", "N", "C", "C", "N", "C", "C", "C", "O", "O", "H", "H", "H", "H", "H", "H", "H", "H", "H", "H", "H", "H", "H", "H", "H", "H", "H", "H", "S", "C", "N", "C", "C", "C", "N", "H", "H", "H", "H", "Cl", "C", "C", "C", "C", "C", "C", "C", "O", "O", "H", "H", "H", "H"], "xyz": [[-1.850, -0.629, -4.376], [-2.093, -1.845, 3.299], [-1.139, -1.397, 2.438], [-1.042, -1.953, 1.194], [-0.039, -1.547, 0.319], [0.054, -2.211, -1.005], [-0.751, -3.057, -1.350], [1.193, -1.783, -1.801], [1.995, -0.803, -1.363], [1.861, -0.158, -0.151], [2.865, 0.808, 0.206], [2.470, 2.217, 0.538], [3.129, 1.912, -0.774], [0.872, -0.556, 0.719], [0.736, 0.015, 1.993], [-0.265, -0.393, 2.858], [-0.383, 0.237, 4.120], [-1.628, 0.276, 4.853], [-1.539, 1.415, 5.881], [-0.543, 2.416, 5.395], [0.859, 1.862, 5.386], [0.775, 0.391, 4.965], [1.362, -2.364, -3.189], [2.098, -3.321, -3.397], [0.652, -1.730, -4.040], [-1.720, -2.732, 0.866], [2.813, -0.435, -1.966], [3.715, 0.396, 0.741], [3.047, 2.723, 1.302], [1.417, 2.453, 0.515], [4.154, 2.217, -0.928], [2.487, 1.940, -1.647], [1.392, 0.818, 2.296], [-1.858, -0.649, 5.394], [-2.442, 0.459, 4.154], [-1.184, 1.069, 6.851], [-2.494, 1.919, 6.014], [-0.584, 3.262, 5.961], [-0.813, 2.706, 4.444], [1.281, 1.998, 6.380], [1.421, 2.454, 4.666], [0.716, -0.258, 5.850], [1.676, 0.115, 4.426], [-2.273, -1.514, -6.446], [-1.100, -2.701, -6.849], [-0.012, -2.948, -6.086], [0.862, -3.907, -6.403], [0.689, -4.651, -7.541], [-0.427, -4.321, -8.312], [-1.298, -3.387, -7.994], [0.264, -2.362, -5.117], [1.676, -4.023, -5.693], [1.377, -5.432, -7.825], [-0.624, -4.850, -9.240], [-2.315, 3.890, 3.099], [-1.922, 3.085, 1.573], [-2.493, 1.852, 1.303], [-2.207, 1.245, 0.089], [-1.353, 1.859, -0.822], [-0.806, 3.096, -0.521], [-1.085, 3.730, 0.683], [-1.043, 1.214, -2.170], [-1.861, 0.283, -2.470], [-0.084, 1.644, -2.801], [-3.173, 1.395, 2.008], [-2.645, 0.292, -0.174], [-0.150, 3.555, -1.249], [-0.669, 4.700, 0.919]], "lowdin_charge": [0.5559, 0.0494, -0.1996, 0.0768, -0.0504, -0.3259, 0.0883, -0.0345, 0.0357, 0.0030, -0.2629, -0.1039, -0.0718, -0.1230, 0.0585, -0.1587, -0.0952, -0.1372, -0.0860, 0.0309, -0.0710, -0.1326, -0.5903, 0.0446, -0.0714, 0.1431, 0.1525, 0.1503, 0.1004, 0.0760, 0.1050, 0.1074, 0.1046, 0.1310, 0.1199, 0.1328, 0.1326, 0.1756, 0.0721, 0.1312, 0.1324, 0.1334, 0.1305, 0.5446, -0.7746, 0.0751, -0.0526, -0.0464, -0.1335, 0.0484, 0.0437, 0.1200, 0.0978, 0.1083, 0.6699, -0.6293, -0.1048, -0.0040, -0.1115, -0.0292, -0.1094, -0.6391, -0.2053, 0.0166, 0.0998, 0.1250, 0.1255, 0.1053]}